Formula: C3H7NO4
Source: OMol25
Level of theory: ωB97M-V with the def2-TZVPD basis set

```
! RIJCOSX wB97M-V def2-TZVPD def2/J DEFGRID3
* xyz 1 2
O -1.055 -2.697 1.920
C -0.918 -1.576 1.586
C 0.131 -1.260 0.465
N -0.032 0.025 -0.103
C 0.253 1.269 0.445
O 0.075 1.296 1.758
O 0.607 2.180 -0.245
H -1.491 -0.749 2.046
H 1.095 -1.299 0.990
H -0.022 -2.036 -0.282
H -0.074 -0.003 -1.125
H 0.055 2.206 2.074
H 1.249 0.929 -3.254
H -0.255 1.216 -3.073
O 0.381 0.499 -3.202
*
```

Properties
Expectation value of S²: 0.7590
ΔE to the lowest compared entry with this formula, charge and spin in eV: 0.054
HOMO (alpha / beta) in eV: -15.6 / -15.4
Orbital gap (alpha / beta) in eV: 10.9752 / 6.1562
Calculated total energy in Ha: -473.8965

Now the natural (NBO) charges, all in e:
1 O -0.277
2 C 0.450
3 C -0.320
4 N -0.403
5 C 0.855
6 O -0.672
7 O -0.480
8 H 0.228
9 H 0.300
10 H 0.287
11 H 0.472
12 H 0.539
13 H 0.493
14 H 0.482
15 O -0.954



Formula: C35H53Ge2O3Se2Ti
Source: OMol25
Level of theory: ωB97M-V with the def2-TZVPD basis set

```
! RIJCOSX wB97M-V def2-TZVPD def2/J DEFGRID3
* xyz 0 4
Ti 0.172 0.116 0.692
C 4.215 0.952 0.514
C 3.132 0.955 1.593
C 3.294 2.158 2.521
C 3.219 -0.335 2.409
O 1.855 1.055 0.949
Ge 1.276 2.503 -0.302
O -0.548 1.920 0.254
C -1.726 2.716 0.433
C -1.345 4.016 1.144
C -2.328 3.027 -0.937
C -2.760 1.954 1.266
O 1.205 1.120 -1.560
C 1.307 1.388 -2.958
C -0.011 1.979 -3.463
C 1.567 0.071 -3.683
C 2.463 2.352 -3.246
H 5.200 0.804 0.957
H 4.019 0.143 -0.192
H 4.210 1.899 -0.033
H 4.279 2.155 2.986
H 3.177 3.086 1.956
H 2.536 2.123 3.307
H 4.067 -0.285 3.094
H 2.307 -0.468 2.992
H 3.339 -1.200 1.760
H -0.596 4.556 0.560
H -2.220 4.654 1.260
H -0.928 3.796 2.129
H -1.669 3.680 -1.512
H -2.479 2.099 -1.490
H -3.291 3.524 -0.814
H -2.296 1.536 2.160
H -3.563 2.627 1.569
H -3.187 1.139 0.683
H -0.832 1.306 -3.209
H -0.191 2.950 -2.996
H 0.015 2.113 -4.546
H 0.754 -0.628 -3.483
H 1.622 0.247 -4.758
H 2.508 -0.371 -3.354
H 2.256 3.342 -2.832
H 3.382 1.971 -2.796
H 2.610 2.453 -4.321
C -2.524 -1.924 1.013
Se -1.697 -1.120 -0.578
C -2.042 -4.622 -1.435
C -1.091 -5.231 -0.750
Se 0.919 -2.302 0.272
C 1.884 -2.451 -1.419
H -3.539 -2.221 0.761
H -2.532 -1.207 1.829
H -1.945 -2.803 1.289
H -1.895 -4.310 -2.462
H -3.008 -4.402 -0.997
H -0.122 -5.445 -1.185
H -1.234 -5.537 0.280
H 2.387 -3.415 -1.429
H 2.602 -1.644 -1.511
H 1.157 -2.413 -2.225
C -0.265 0.191 2.726
Ge -0.574 -0.641 4.450
C -0.208 -2.552 4.734
C -0.140 -3.445 3.674
C 0.127 -4.791 3.878
C 0.321 -5.262 5.168
C 0.236 -4.386 6.242
C -0.025 -3.041 6.027
C -2.473 -0.356 4.941
C -3.060 0.901 4.802
C -4.389 1.110 5.140
C -5.156 0.053 5.610
C -4.591 -1.208 5.737
C -3.258 -1.409 5.402
C 0.538 0.324 5.778
C 1.870 -0.043 5.968
C 2.701 0.690 6.803
C 2.210 1.809 7.463
C 0.883 2.177 7.297
C 0.056 1.438 6.462
H -0.120 1.253 2.987
H -0.304 -3.078 2.675
H 0.187 -5.462 3.030
H 0.534 -6.311 5.334
H 0.379 -4.752 7.252
H -0.081 -2.360 6.871
H -2.472 1.729 4.417
H -4.827 2.095 5.036
H -6.195 0.210 5.871
H -5.188 -2.037 6.095
H -2.820 -2.396 5.503
H 2.257 -0.922 5.462
H 3.732 0.388 6.942
H 2.860 2.388 8.107
H 0.487 3.039 7.820
H -0.984 1.721 6.353
*
```

Properties
Expectation value of S²: 3.7617
ΔE to the lowest compared entry with this formula, charge and spin in eV: 0.581
HOMO (alpha / beta) in eV: -7.3 / -8.1
Orbital gap (alpha / beta) in eV: 7.8079 / 6.9158
Calculated total energy in Ha: -11397.3380

Now the Löwdin charges, all in e:
1 Ti 0.380
2 C -0.026
3 C -0.660
4 C -0.028
5 C -0.034
6 O -0.470
7 Ge 1.095
8 O -0.474
9 C -0.664
10 C -0.043
11 C -0.027
12 C -0.032
13 O -0.360
14 C -0.702
15 C -0.031
16 C -0.035
17 C -0.062
18 H 0.093
19 H 0.084
20 H 0.075
21 H 0.091
22 H 0.067
23 H 0.087
24 H 0.095
25 H 0.055
26 H 0.062
27 H 0.058
28 H 0.090
29 H 0.090
30 H 0.075
31 H 0.077
32 H 0.093
33 H 0.043
34 H 0.097
35 H 0.064
36 H 0.085
37 H 0.067
38 H 0.090
39 H 0.078
40 H 0.090
41 H 0.079
42 H 0.056
43 H 0.084
44 H 0.089
45 C -0.456
46 Se 0.596
47 C -0.105
48 C -0.099
49 Se 0.638
50 C -0.448
51 H 0.017
52 H -0.008
53 H -0.015
54 H 0.049
55 H 0.046
56 H 0.046
57 H 0.045
58 H 0.012
59 H -0.006
60 H 0.003
61 C -0.240
62 Ge 0.929
63 C -0.283
64 C -0.116
65 C -0.079
66 C -0.090
67 C -0.087
68 C -0.115
69 C -0.265
70 C -0.137
71 C -0.088
72 C -0.095
73 C -0.087
74 C -0.100
75 C -0.271
76 C -0.123
77 C -0.091
78 C -0.097
79 C -0.090
80 C -0.102
81 H -0.020
82 H 0.019
83 H 0.101
84 H 0.100
85 H 0.101
86 H 0.106
87 H 0.089
88 H 0.101
89 H 0.100
90 H 0.101
91 H 0.093
92 H 0.096
93 H 0.100
94 H 0.099
95 H 0.100
96 H 0.085



Formula: C10H16O
Source: OMol25
Level of theory: ωB97M-V with the def2-TZVPD basis set

```
! RIJCOSX wB97M-V def2-TZVPD def2/J DEFGRID3
* xyz -1 2
C 1.548 -3.052 1.478
C -0.617 0.093 1.587
C -1.751 -0.293 0.931
C 0.535 -0.755 1.653
C 0.399 -2.095 1.285
C -1.886 -1.637 0.486
C -0.800 -2.503 0.713
O -2.848 0.542 0.789
H -0.437 1.127 1.873
H 1.437 -0.282 2.025
H -2.823 -1.968 0.056
H -3.530 0.014 0.436
H 1.651 -3.331 2.529
H 2.466 -2.603 1.089
H -0.858 -3.542 0.391
H 1.430 -3.994 0.932
C 0.160 1.727 -1.390
C 1.506 2.105 -0.829
C -0.143 2.605 -2.627
H -0.647 1.907 -0.676
H 0.022 0.664 -1.592
H 1.513 3.168 -0.559
H 2.018 1.538 -0.051
H 0.506 3.484 -2.615
H -1.200 2.863 -2.687
H 2.257 2.074 -1.635
H 0.090 2.145 -3.594
*
```

Properties
Expectation value of S²: 0.7593
ΔE to the lowest compared entry with this formula, charge and spin in eV: 0.233
HOMO (alpha / beta) in eV: 0.8 / -3.5
Orbital gap (alpha / beta) in eV: 2.8948 / 7.0571
Calculated total energy in Ha: -465.8160

Now the natural (NBO) charges, all in e:
1 C -0.616
2 C -0.385
3 C 0.292
4 C -0.399
5 C -0.062
6 C -0.502
7 C -0.299
8 O -0.709
9 H 0.185
10 H 0.177
11 H 0.169
12 H 0.460
13 H 0.192
14 H 0.188
15 H 0.173
16 H 0.190
17 C -0.438
18 C -0.612
19 C -0.611
20 H 0.219
21 H 0.223
22 H 0.183
23 H 0.224
24 H 0.189
25 H 0.202
26 H 0.178
27 H 0.190



Formula: C5H14BrCl2O5V
Source: OMol25
Level of theory: ωB97M-V with the def2-TZVPD basis set

```
! RIJCOSX wB97M-V def2-TZVPD def2/J DEFGRID3
* xyz -1 4
V -23.347 14.577 -22.214
Cl -24.812 16.675 -22.031
Cl -24.939 13.563 -24.042
Br -21.843 12.292 -22.025
C -20.976 15.218 -24.448
O -22.320 15.373 -23.979
H -20.333 15.176 -23.575
H -20.865 14.300 -25.026
H -20.692 16.066 -25.080
H -22.937 15.417 -24.721
C -21.504 17.064 -21.274
O -21.821 15.685 -21.156
H -22.379 17.534 -21.715
H -21.321 17.494 -20.288
H -20.647 17.208 -21.938
H -21.086 15.188 -20.783
C -25.040 15.448 -18.631
O -25.832 14.268 -18.858
C -25.401 13.520 -19.863
O -24.467 13.789 -20.567
O -26.129 12.422 -19.998
C -25.647 11.554 -21.040
H -25.172 16.158 -19.444
H -23.986 15.185 -18.525
H -25.378 15.853 -17.679
H -26.177 10.616 -20.911
H -24.568 11.426 -20.971
H -25.868 11.983 -22.020
*
```

Properties
Expectation value of S²: 3.7552
ΔE to the lowest compared entry with this formula, charge and spin in eV: 0.000
HOMO (alpha / beta) in eV: -4.0 / -5.0
Orbital gap (alpha / beta) in eV: 6.8836 / 7.8083
Calculated total energy in Ha: -5013.7456

Now the natural (NBO) charges, all in e:
1 V 0.944
2 Cl -0.730
3 Cl -0.741
4 Br -0.716
5 C -0.236
6 O -0.732
7 H 0.190
8 H 0.191
9 H 0.161
10 H 0.511
11 C -0.257
12 O -0.731
13 H 0.244
14 H 0.165
15 H 0.160
16 H 0.494
17 C -0.269
18 O -0.488
19 C 1.025
20 O -0.660
21 O -0.487
22 C -0.281
23 H 0.241
24 H 0.186
25 H 0.179
26 H 0.177
27 H 0.223
28 H 0.236



Formula: C4H7N3
Source: OMol25
Level of theory: ωB97M-V with the def2-TZVPD basis set

```
! RIJCOSX wB97M-V def2-TZVPD def2/J DEFGRID3
* xyz 0 1
N -1.568 -1.680 1.008
C -0.765 -0.754 0.316
C -0.399 -0.820 -1.002
N 0.543 0.179 -1.222
C 0.737 0.881 -0.071
N 1.712 1.893 0.013
C -0.074 0.352 0.906
H -2.214 -2.153 0.389
H -2.086 -1.256 1.766
H -0.556 -1.585 -1.744
H 0.849 0.480 -2.132
H 2.238 1.951 -0.852
H 2.371 1.654 0.746
H -0.145 0.698 1.929
*
```

Properties
ΔE to the lowest compared entry with this formula, charge and spin in eV: 0.177
HOMO in eV: -7.1
Orbital gap in eV: 8.0709
Calculated total energy in Ha: -320.8768

Now the natural (NBO) charges, all in e:
1 N -0.807
2 C 0.112
3 C -0.186
4 N -0.533
5 C 0.322
6 N -0.811
7 C -0.399
8 H 0.368
9 H 0.368
10 H 0.205
11 H 0.402
12 H 0.361
13 H 0.377
14 H 0.219



Formula: C3H9N3
Source: OMol25
Level of theory: ωB97M-V with the def2-TZVPD basis set

```
! RIJCOSX wB97M-V def2-TZVPD def2/J DEFGRID3
* xyz 0 1
C 1.231 -1.510 -0.175
C 0.946 -0.218 -0.120
N 2.053 0.886 0.206
C -0.232 0.649 -0.116
N -1.517 -0.313 -0.363
N -2.710 0.149 0.285
H 0.461 -2.245 -0.391
H 2.252 -1.870 -0.111
H 2.946 0.427 0.377
H 2.173 1.521 -0.582
H -0.247 1.354 -0.949
H -0.377 1.156 0.840
H -1.396 -1.296 -0.110
H -2.996 1.054 -0.086
H -2.586 0.255 1.295
*
```

Properties
ΔE to the lowest compared entry with this formula, charge and spin in eV: 2.991
HOMO in eV: -8.6
Orbital gap in eV: 9.5946
Calculated total energy in Ha: -283.8732

Now the natural (NBO) charges, all in e:
1 C -0.472
2 C 0.190
3 N -0.864
4 C -0.285
5 N -0.485
6 N -0.666
7 H 0.209
8 H 0.214
9 H 0.358
10 H 0.360
11 H 0.213
12 H 0.213
13 H 0.352
14 H 0.344
15 H 0.319



> Among the records above, which one has the lowest ΔE to the lowest compared entry with this formula, charge and spin?

C5H14BrCl2O5V